Version i
Entry from OMol25: C20H31N3O3 in the gas phase (ωB97M-V/def2-TZVPD).

Its SMILES is CCCCCOc1ccc(NC(=O)C(=O)NC[C@H]2CCCN2CC)cc1. Its spin multiplicity is 1. Its LUMO energy is 0.0317 Eh. The HOMO-LUMO gap comes out at 0.32271 Eh. As for the HOMO energy: -7.92 eV. The molar mass comes out at 361.49 Da.

The geometry in XYZ format:
```
57
C20H31N3O3, DFT ωB97M-V/def2-TZVPD
C 3.06033 -4.59895 7.69624
C 3.44684 -3.28068 7.03668
C 2.95966 -3.21618 5.59084
C 3.37032 -1.93251 4.86777
C 2.56176 -0.71627 5.32916
O 1.17588 -0.86185 5.09821
C 0.67730 -0.72109 3.84013
C 1.38997 -0.30510 2.72013
C 0.76003 -0.17437 1.49540
C -0.59338 -0.45877 1.36419
C -1.31109 -0.87672 2.48443
C -0.68431 -1.00559 3.70250
H -1.23048 -1.32485 4.57590
H -2.36412 -1.09993 2.39229
N -1.26660 -0.34183 0.14767
C -0.81492 0.03547 -1.06018
O 0.31297 0.37549 -1.37385
C -1.95790 0.00073 -2.08400
O -3.09453 -0.30446 -1.75222
N -1.54602 0.31507 -3.30934
C -2.39594 0.48751 -4.45557
H -3.43257 0.37263 -4.13184
H -2.16630 -0.28593 -5.19687
C -2.15949 1.87884 -5.06413
N -0.72505 2.09253 -5.23322
C -0.18467 1.68574 -6.51168
C 1.30934 1.39994 -6.40177
H 1.85600 2.29750 -6.12529
H 1.48652 0.64432 -5.64126
H 1.69189 1.03967 -7.35341
H -0.69762 0.77014 -6.81707
H -0.36070 2.44657 -7.29394
C -0.38511 3.44919 -4.80912
C -1.71326 4.16446 -4.55081
H -2.08005 4.62518 -5.47001
H -1.63168 4.93283 -3.78513
C -2.62352 3.01138 -4.14547
H -2.44162 2.73887 -3.10530
H -3.68128 3.23307 -4.27144
H 0.20380 3.39262 -3.88632
H 0.21310 3.96357 -5.56595
H -2.69407 1.93480 -6.02730
H -0.58247 0.61630 -3.41855
H -2.26012 -0.57063 0.14453
H 1.32004 0.14943 0.63377
H 2.44096 -0.07146 2.78127
H 2.64462 -0.59834 6.41229
H 2.94138 0.19866 4.85760
H 3.21863 -2.06911 3.79508
H 4.42916 -1.72836 5.03847
H 3.36697 -4.07095 5.04578
H 1.87092 -3.29674 5.57019
H 4.53393 -3.16975 7.05657
H 3.01720 -2.45779 7.61026
H 1.97935 -4.71986 7.69818
H 3.41125 -4.63053 8.72515
H 3.49690 -5.43814 7.15878
```


Version ii
Entry from OMol25: C20H31N3O3 in the gas phase (ωB97M-V/def2-TZVPD).

Its SMILES is O=C(N[C@]12C[C@H]3C[C@H](C[C@H](C3)C1)C2)N1CCN(C(=O)[C@H]2CCCO2)CC1. Its spin multiplicity is 1. Its LUMO energy is 0.0232 Eh. The HOMO-LUMO gap comes out at 0.33834 Eh. As for the HOMO energy: -8.58 eV. The molar mass comes out at 361.49 Da.

The geometry in XYZ format:
```
57
C20H31N3O3, DFT ωB97M-V/def2-TZVPD
O -1.25825 -1.89055 -0.40206
C -0.82829 -0.75918 -0.52696
N -1.58461 0.36380 -0.35066
H -1.25991 1.20725 -0.79529
C -3.03030 0.32273 -0.12623
C -3.76108 -0.36190 -1.28675
C -5.26484 -0.34909 -1.01999
C -5.55739 -1.09972 0.27797
C -4.83606 -0.41118 1.43536
C -3.33105 -0.42304 1.17642
H -2.79976 0.06030 1.99986
H -2.96865 -1.44682 1.09007
C -5.32474 1.03115 1.55925
C -5.02728 1.77728 0.25987
C -3.52136 1.76663 -0.00250
H -2.99552 2.26341 0.81673
H -3.30489 2.31167 -0.92609
C -5.75213 1.09426 -0.89883
H -6.82966 1.11002 -0.72150
H -5.55879 1.63311 -1.82953
H -5.36964 2.81514 0.34579
H -4.82388 1.52456 2.39544
H -6.39882 1.04588 1.75658
H -5.04404 -0.94829 2.36719
H -6.63356 -1.11463 0.46521
H -5.21441 -2.13226 0.19192
H -5.78210 -0.84019 -1.85166
H -3.39978 -1.38669 -1.37570
H -3.53746 0.16171 -2.22048
N 0.48593 -0.52832 -0.89904
C 1.33580 -1.69689 -1.03951
H 0.69958 -2.55000 -1.27492
C 2.11427 -1.96372 0.25126
N 2.86575 -0.77735 0.61897
C 4.21122 -0.79440 0.54578
O 4.83314 -1.81038 0.29179
C 4.92873 0.54114 0.83559
C 6.45276 0.39465 0.68230
H 6.66630 -0.60498 0.30070
C 6.82553 1.47015 -0.33999
H 7.10720 2.39703 0.16120
C 5.50380 1.66263 -1.07876
H 5.37011 0.87887 -1.83834
H 5.38971 2.64227 -1.54408
O 4.50919 1.55008 -0.08057
H 7.63091 1.16390 -1.00242
H 6.96745 0.52395 1.63125
H 4.64640 0.87409 1.84184
C 2.01747 0.37771 0.78706
H 2.60075 1.25771 1.04341
C 1.24897 0.63984 -0.52031
H 0.61040 1.51151 -0.38806
H 1.97318 0.85398 -1.31376
H 1.29774 0.16410 1.58724
H 2.81889 -2.78472 0.11770
H 1.41265 -2.20567 1.05567
H 2.03351 -1.51556 -1.86270
```


Stability verdict: version ii, ahead by 1.043 eV


Version i
Entry from OMol25: C3H4N4S in the gas phase (ωB97M-V/def2-TZVPD).

Its SMILES is [H]/N=c1/ncn(C=S)[nH]1. Its spin multiplicity is 1. Its LUMO energy is -0.0239 Eh. The HOMO-LUMO gap comes out at 0.30013 Eh. As for the HOMO energy: -8.82 eV. The molar mass comes out at 128.16 Da.

The geometry in XYZ format:
```
12
C3H4N4S, DFT ωB97M-V/def2-TZVPD
C -0.09227 1.21995 -1.38067
C 1.16117 -0.51739 -1.00968
C 0.16556 -1.24085 1.12218
H -0.99559 3.03719 -1.74548
H 2.01229 -1.27298 -0.93461
H 0.96699 -1.97368 0.96099
H -0.75002 1.18937 0.77901
N -0.30815 2.23729 -2.18801
N 0.97858 0.37421 -1.95384
N 0.46952 -0.29086 0.14858
N -0.44834 0.72424 -0.14921
S -0.84261 -1.19152 2.34665
```


Version ii
Entry from OMol25: C3H4N4S in the gas phase (ωB97M-V/def2-TZVPD).

Its SMILES is [H]/N=C1N=N/C(=C/S)N\1. Its spin multiplicity is 1. Its LUMO energy is -0.0268 Eh. The HOMO-LUMO gap comes out at 0.27763 Eh. As for the HOMO energy: -8.28 eV. The molar mass comes out at 128.16 Da.

The geometry in XYZ format:
```
12
C3H4N4S, DFT ωB97M-V/def2-TZVPD
C 0.69950 -1.79911 -0.27003
C 0.60501 -0.51718 0.05006
C -0.24963 1.60741 0.17753
H -1.56571 -2.27464 0.40799
H 1.80728 -2.11199 -0.60209
H -1.11591 -0.27221 1.12623
H -0.76928 3.48745 -0.19167
N -0.39869 0.21606 0.51514
N -1.04925 2.57550 0.14166
N 0.96385 1.69661 -0.54158
N 1.45963 0.50495 -0.65277
S -0.38679 -3.11284 -0.16044
```


Stability verdict: version i, ahead by 0.555 eV


Version i
Entry from OMol25: 2 unconnected molecules or ions with the total composition C4H6OS (ωB97M-V/def2-TZVPD).

As for the expectation value of S²: 2.01. Its spin multiplicity is 3. Its LUMO energy (spin up / spin down) is 0.0326 / -0.0895 Eh. The HOMO-LUMO gap (spin up / spin down) comes out at 0.25449 / 0.27044 Eh. As for the HOMO energy (spin up / spin down): -6.04 / -9.79 eV. The molar mass comes out at 102.16 Da.

The geometry in XYZ format:
```
12
C4H6OS, DFT ωB97M-V/def2-TZVPD
C -0.83798 -1.01007 -0.15434
C -1.98323 -0.91018 0.30474
C 0.28791 -1.02087 -0.84177
C 2.08300 1.96416 0.95371
O 0.98364 1.75592 0.23668
S 3.25870 0.87999 0.80123
H -2.69220 -1.58968 -0.07568
H -2.21173 -0.15689 1.09321
H 1.06528 -1.60315 -0.46564
H 0.33174 -0.42893 -1.69594
H 2.20849 2.76813 1.66378
H 1.00369 0.99027 -0.36437
```


Version ii
Entry from OMol25: 2 unconnected molecules or ions with the total composition C4H6OS (ωB97M-V/def2-TZVPD).

As for the expectation value of S²: 2.06. Its spin multiplicity is 3. Its LUMO energy (spin up / spin down) is -0.0099 / -0.0827 Eh. The HOMO-LUMO gap (spin up / spin down) comes out at 0.26659 / 0.27119 Eh. As for the HOMO energy (spin up / spin down): -7.52 / -9.63 eV. The molar mass comes out at 102.16 Da.

The geometry in XYZ format:
```
12
C4H6OS, DFT ωB97M-V/def2-TZVPD
C 0.73179 -0.86813 1.37038
C -0.43104 0.44909 -0.60675
C -0.44534 1.70982 -0.33089
C -0.79989 -0.58642 -1.55560
O 2.35291 -0.80637 3.31944
S 1.61616 0.03900 2.35342
H 0.60018 -1.92994 1.30395
H -0.05225 2.13013 0.57889
H -0.87637 2.43312 -1.02220
H -0.42932 -0.33880 -2.55212
H -1.88594 -0.68277 -1.58206
H -0.38088 -1.54875 -1.27647
```


Stability verdict: version i, ahead by 1.367 eV


Version i
Entry from OMol25: C20H28N2O3 in the gas phase (ωB97M-V/def2-TZVPD).

Its SMILES is COC(=O)CCCC(=O)N[C@@H]1CCCN(C2Cc3ccccc3C2)C1. Its spin multiplicity is 1. Its LUMO energy is 0.0250 Eh. The HOMO-LUMO gap comes out at 0.31653 Eh. As for the HOMO energy: -7.93 eV. The molar mass comes out at 344.45 Da.

The geometry in XYZ format:
```
53
C20H28N2O3, DFT ωB97M-V/def2-TZVPD
C 3.42932 2.74651 3.77530
H 2.38949 3.05559 3.65210
H 3.46960 1.79441 4.30794
H 3.99536 3.51080 4.30133
O 4.01779 2.61891 2.48738
C 3.73996 1.51643 1.80507
O 3.14318 0.56739 2.25073
C 4.29646 1.58489 0.39807
H 4.65264 2.59712 0.21028
H 5.13988 0.89316 0.33802
C 3.22957 1.17592 -0.61897
H 2.84939 0.18970 -0.34283
C 2.08040 2.18712 -0.67960
C 1.25115 2.20569 0.60019
O 1.28549 3.12302 1.39763
N 0.45312 1.13301 0.74241
H 0.51037 0.37937 0.07790
C -0.39606 0.91188 1.89063
C 0.04595 -0.32222 2.68312
C -0.24824 -1.60291 1.90558
C -1.72300 -1.64474 1.47917
N -2.15108 -0.47223 0.75425
C -1.86635 0.75257 1.45580
H -2.16024 1.60170 0.83604
H -2.48069 0.76866 2.36629
C -2.22137 -0.49056 -0.68039
C -1.03242 -1.08895 -1.48516
C -1.68334 -1.64255 -2.71713
C -1.09012 -2.02482 -3.90329
C -1.89074 -2.52551 -4.92051
C -3.25924 -2.64107 -4.74655
C -3.85493 -2.25763 -3.55294
C -3.05972 -1.75763 -2.54150
C -3.45780 -1.28527 -1.17926
H -4.35673 -0.66992 -1.18793
H -3.64715 -2.13690 -0.52171
H -4.92332 -2.34640 -3.42008
H -3.86953 -3.03095 -5.54797
H -1.44170 -2.82545 -5.85600
H -0.02205 -1.93437 -4.04167
H -0.27443 -0.34274 -1.73145
H -0.55427 -1.90168 -0.93395
H -2.34652 0.54768 -1.00608
H -1.91571 -2.53223 0.87386
H -2.33935 -1.71690 2.38598
H 0.40440 -1.65831 1.03250
H -0.03026 -2.47120 2.52980
H 1.11260 -0.24832 2.89645
H -0.49876 -0.33747 3.62915
H -0.29894 1.80962 2.50952
H 2.48298 3.18988 -0.83059
H 1.42499 1.94718 -1.52035
H 3.68997 1.10074 -1.60659
```


Version ii
Entry from OMol25: C20H28N2O3 in the gas phase (ωB97M-V/def2-TZVPD).

Its SMILES is CCCCCC[C@H]1/C(=N\NC(=O)c2ccccc2)CC[C@@H]1C(=O)OC. Its spin multiplicity is 1. Its LUMO energy is 0.0275 Eh. The HOMO-LUMO gap comes out at 0.35286 Eh. As for the HOMO energy: -8.85 eV. The molar mass comes out at 344.45 Da.

The geometry in XYZ format:
```
53
C20H28N2O3, DFT ωB97M-V/def2-TZVPD
C 1.88784 3.97418 -0.78706
H 1.76463 5.03637 -0.58699
C 1.73115 3.16620 0.49559
C 0.34910 3.36163 1.11351
C 0.15414 2.61437 2.43489
C 0.31864 1.09400 2.35723
C -0.66383 0.44569 1.38602
H -1.68713 0.66323 1.70128
H -0.53004 0.88342 0.39721
C -0.51565 -1.07880 1.25660
C 0.89919 -1.52626 0.98879
N 1.73975 -1.17798 0.10838
N 1.47366 -0.28397 -0.89802
C 0.37895 -0.19829 -1.70299
O -0.60462 -0.90766 -1.59946
C 0.48564 0.89729 -2.71115
C 1.66036 1.19090 -3.39668
C 1.68888 2.23166 -4.30785
C 0.55287 2.98976 -4.53835
C -0.62364 2.69213 -3.87037
C -0.65951 1.64572 -2.96786
H -1.57148 1.39422 -2.44704
H -1.51395 3.27451 -4.05542
H 0.58294 3.80580 -5.24482
H 2.60177 2.45133 -4.84144
H 2.54814 0.59123 -3.25116
H 2.31992 0.18011 -1.20193
C 1.31027 -2.54658 2.00690
H 1.12685 -3.53820 1.58653
C 0.37413 -2.31067 3.18730
H 0.77056 -1.53253 3.83956
H 0.22242 -3.21675 3.77186
C -0.93049 -1.84518 2.53496
C -1.78822 -3.03048 2.13652
O -1.43062 -4.17849 2.11446
O -3.01257 -2.61758 1.78910
C -3.93072 -3.59435 1.31664
H -4.44582 -3.16754 0.45776
H -4.64804 -3.82525 2.10617
H -3.39574 -4.50177 1.03118
H -1.52920 -1.21036 3.19086
H 2.36700 -2.47115 2.25464
H -1.14216 -1.37387 0.40559
H 1.34070 0.84841 2.06429
H 0.15964 0.68947 3.35925
H 0.87232 2.99945 3.16336
H -0.84736 2.83912 2.81085
H -0.41141 3.05246 0.39406
H 0.19709 4.42762 1.30200
H 1.88537 2.11035 0.27088
H 2.49496 3.47033 1.21512
H 1.14102 3.67601 -1.52025
H 2.87292 3.82043 -1.22213
```


Stability verdict: version i, ahead by 0.963 eV